Record 1
Below is a 2-piece molecular cluster, C7H17PS2 overall, with properties calculated with wB97M-V/def2-TZVPD.

Structure (ORCA input):
```
! wB97M-V def2-TZVPD RIJCOSX def2/J DEFGRID3
* xyz 0 1
S 0.101 1.110 0.894
S 1.029 -0.375 -2.788
P -0.627 -0.472 -1.664
C 2.743 -1.627 -0.867
C 2.809 -2.357 -3.314
C -2.271 2.396 0.819
C -1.145 1.788 3.240
C -1.466 1.502 1.772
C 1.905 -1.871 -2.121
C -2.323 0.211 1.829
H 3.413 -1.402 -3.495
H -1.516 2.624 0.008
H -0.733 0.913 3.811
H 3.396 -3.232 -2.989
H 2.097 -2.578 -4.170
H 3.794 -1.575 -1.093
H 2.571 -0.684 -0.192
H -1.405 0.653 -1.856
H -2.060 2.047 3.698
H -2.779 -0.189 0.901
H 2.573 -2.516 -0.163
H -2.619 3.418 1.250
H -1.639 -0.606 2.320
H -3.193 2.000 0.378
H -0.450 2.662 3.336
H -3.245 0.583 2.407
H 1.039 -2.423 -1.951
*
```

Properties
energy above the lowest of the compared OMol25 structures with the same formula, charge and spin	79.1	kcal/mol
HOMO level (alpha / beta)	-7.675 / -8.155	eV
energy	-1414.51179	Ha
HOMO-LUMO gap (alpha / beta)	0.235 / 0.263	Eh


Record 2
Below is a 2-piece molecular cluster, C7H18 overall, with properties calculated with wB97M-V/def2-TZVPD.

Structure (ORCA input):
```
! wB97M-V def2-TZVPD RIJCOSX def2/J DEFGRID3
* xyz 0 1
C 0.631 1.718 2.321
C 0.274 0.831 1.218
C 0.047 -0.551 1.634
C -0.124 -0.954 -2.615
C -1.004 1.423 0.604
C -1.041 -1.522 -1.343
C 1.289 -0.833 -1.974
H -0.489 -0.022 -2.869
H 2.058 -0.329 -2.767
H -0.045 -1.617 -3.503
H -0.850 -0.974 1.472
H -1.047 -0.650 -0.684
H 1.065 1.152 0.389
H 1.315 -0.496 -0.965
H -0.421 -2.148 -0.705
H 1.397 1.196 3.003
H 1.537 -1.861 -1.933
H -0.298 1.747 3.048
H -1.080 2.499 0.543
H 0.862 -1.170 0.921
H 0.943 2.740 2.065
H 0.186 -0.577 2.684
H -2.005 -1.794 -1.503
H -1.837 1.221 1.252
H -1.363 0.971 -0.296
*
```

Properties
energy above the lowest of the compared OMol25 structures with the same formula, charge and spin	66.9	kcal/mol
SMILES	CC(C)C.CCC
HOMO level	-10.463	eV
energy	-277.39175	Ha
HOMO-LUMO gap	0.424	Eh


Record 3
Below is C7H18AsNO3RuS5 as an isolated structure, with properties calculated with wB97M-V/def2-TZVPD.

Structure (ORCA input):
```
! wB97M-V def2-TZVPD RIJCOSX def2/J DEFGRID3
* xyz -1 2
Ru -1.331 -0.186 1.440
As 0.622 3.121 -0.940
S -2.519 1.369 2.613
S -4.151 1.876 1.466
S -4.721 0.192 0.661
S -3.021 -0.731 0.030
S 0.818 4.509 0.598
O -0.337 -0.601 3.291
O -0.147 -1.260 0.236
O 0.658 0.764 2.115
N 0.680 0.139 3.181
C -0.601 -3.439 1.237
C 0.336 -2.570 0.401
C 1.091 3.944 -2.625
C 1.713 -2.533 1.068
C 0.455 -3.163 -1.004
C 1.698 1.523 -0.899
C -1.147 2.455 -1.283
H -0.514 -3.111 -1.504
H 0.783 -4.208 -0.974
H -1.881 3.212 -1.013
H -1.203 2.228 -2.350
H 2.182 -3.522 1.080
H -0.154 -4.422 1.416
H 0.417 4.785 -2.778
H 1.010 3.237 -3.451
H 1.861 1.219 -1.934
H -0.791 -2.975 2.205
H -1.560 -3.579 0.730
H 2.110 4.317 -2.541
H 1.177 0.736 -0.355
H 1.174 -2.589 -1.592
H 2.642 1.744 -0.407
H -1.338 1.539 -0.734
H 1.629 -2.179 2.096
H 2.360 -1.843 0.522
*
```

Properties
energy above the lowest of the compared OMol25 structures with the same formula, charge and spin	8.8	kcal/mol
HOMO level (alpha / beta)	-4.513 / -4.668	eV
energy	-4879.61154	Ha
HOMO-LUMO gap (alpha / beta)	0.228 / 0.255	Eh


Record 4
Below is a 2-piece molecular cluster, C7H18BN3O3 overall, with properties calculated with wB97M-V/def2-TZVPD.

Structure (ORCA input):
```
! wB97M-V def2-TZVPD RIJCOSX def2/J DEFGRID3
* xyz 0 1
O -1.179 0.881 -0.395
O 1.858 -2.032 -0.292
O -1.364 1.464 -2.694
N 0.359 0.072 -3.558
N 0.984 -3.093 1.562
N -1.730 3.443 1.519
C 2.061 -0.765 1.754
C -0.541 -0.025 -1.228
C -0.154 0.831 -2.425
C 1.732 -1.911 0.869
C 1.534 -3.570 2.863
C -1.435 3.528 0.282
C -2.276 3.192 -0.894
B -2.086 1.611 -1.368
H -1.996 3.823 -1.743
H 0.976 -3.833 0.856
H 0.947 -0.680 -3.213
H 2.544 -3.935 2.699
H 0.956 0.656 -4.131
H 1.245 -0.546 2.444
H 0.903 -4.370 3.238
H 0.559 1.610 -2.082
H -0.412 3.856 0.061
H 2.232 0.098 1.114
H -1.273 -0.763 -1.619
H 0.251 -0.569 -0.713
H 2.963 -0.979 2.332
H -3.330 3.376 -0.658
H 1.538 -2.742 3.565
H -2.700 3.126 1.603
H 0.009 -2.793 1.674
H -3.176 1.041 -1.423
*
```

Properties
HOMO level	-6.363	eV
energy	-692.26181	Ha
HOMO-LUMO gap	0.176	Eh


Record 5
Below is a 2-piece molecular cluster, C7H18BrO2PSi overall, with properties calculated with wB97M-V/def2-TZVPD.

Structure (ORCA input):
```
! wB97M-V def2-TZVPD RIJCOSX def2/J DEFGRID3
* xyz 0 1
Br 2.142 1.264 -3.592
P 0.921 0.680 -1.833
Si -0.608 0.597 2.372
O -0.229 1.577 -1.716
O -0.052 -0.349 1.328
C 0.499 -1.146 -2.081
C 0.317 1.015 3.973
C -0.937 -1.289 -1.595
C -2.275 1.480 2.296
C 2.187 0.924 -0.528
C 0.598 -1.531 -3.551
C 1.440 -1.993 -1.235
H 3.109 0.388 -0.746
H 1.225 -3.049 -1.400
H 2.482 -1.820 -1.504
H -2.174 2.549 2.473
H 0.025 -0.843 -4.176
H 1.782 0.603 0.425
H 0.440 2.086 4.111
H 2.387 1.997 -0.501
H -2.965 1.093 3.043
H 1.295 -1.775 -0.181
H -1.004 -1.018 -0.545
H -2.733 1.348 1.319
H -1.271 -2.319 -1.716
H -1.599 -0.638 -2.163
H -0.220 0.639 4.843
H 0.190 -2.532 -3.691
H 1.304 0.560 3.978
H 1.630 -1.536 -3.897
*
```

Properties
energy above the lowest of the compared OMol25 structures with the same formula, charge and spin	14.8	kcal/mol
SMILES	CC(C)(C)[P@](C)(=O)Br.C[Si](C)=O
HOMO level	-9.719	eV
energy	-3632.95371	Ha
HOMO-LUMO gap	0.367	Eh


Record 6
Below is C7H18ClCoI2O5P2 as an isolated structure, with properties calculated with wB97M-V/def2-TZVPD.

Structure (ORCA input):
```
! wB97M-V def2-TZVPD RIJCOSX def2/J DEFGRID3
* xyz 2 5
I 2.977 -2.810 0.133
I 0.039 -4.339 -3.613
Co 0.790 -0.725 0.072
Cl -0.913 2.503 1.348
P 1.229 1.033 -1.386
P -1.106 -1.205 1.358
O -0.133 -2.593 -2.178
O -2.251 2.148 1.667
O -0.951 3.409 0.097
O -0.059 1.404 1.101
O -0.366 3.326 2.398
C 2.152 0.194 -2.666
C -1.166 -2.988 1.235
C -2.839 -0.701 1.253
C 0.178 2.198 -2.287
C 2.484 2.057 -0.563
C 0.270 -1.822 -1.242
C -0.619 -0.920 3.085
H -0.613 0.176 3.096
H -2.795 0.388 1.406
H 3.026 2.776 -1.193
H -0.127 -3.278 1.316
H -1.523 -3.131 0.224
H -1.805 -3.446 1.988
H -0.326 2.750 -1.487
H 2.787 -0.486 -2.111
H -3.572 -1.154 1.941
H 1.858 2.543 0.195
H 0.395 -1.329 3.136
H -1.269 -1.352 3.860
H -0.536 1.548 -2.793
H 2.700 0.877 -3.311
H 1.373 -0.354 -3.180
H 3.161 1.324 -0.113
H 0.644 2.897 -3.002
H -3.095 -0.917 0.216
*
```

Properties
energy above the lowest of the compared OMol25 structures with the same formula, charge and spin	84.3	kcal/mol
HOMO level (alpha / beta)	-15.153 / -15.133	eV
energy	-3773.60127	Ha
HOMO-LUMO gap (alpha / beta)	0.238 / 0.135	Eh


Record 7
Below is C7H18ClI2O2P2Tl as an isolated structure, with properties calculated with wB97M-V/def2-TZVPD.

Structure (ORCA input):
```
! wB97M-V def2-TZVPD RIJCOSX def2/J DEFGRID3
* xyz 2 1
Tl -0.449 1.511 0.198
I -2.715 0.014 -4.207
I -1.391 2.745 -3.134
Cl 1.852 -0.487 0.446
P -2.477 0.229 2.942
P 2.659 -0.461 -1.845
O -0.796 -0.515 -2.169
O -1.178 -0.064 2.191
C 0.214 -0.293 -2.671
C 4.160 0.588 -1.675
C 2.735 -0.308 -3.685
C -3.784 -0.759 2.206
C 3.389 -2.149 -1.919
C -2.550 0.050 4.773
C -2.950 1.920 2.569
H 2.055 -1.054 -4.120
H 4.523 0.648 -0.646
H -3.184 0.818 5.229
H -3.461 -1.823 2.174
H -2.952 -0.939 5.020
H -1.510 0.176 5.110
H 4.950 0.149 -2.289
H 3.916 1.598 -2.041
H -3.539 1.899 1.607
H -4.744 -0.731 2.725
H -3.593 2.314 3.349
H 3.586 -2.559 -0.926
H 3.768 -0.526 -3.965
H 2.473 0.731 -3.929
H -2.091 2.597 2.423
H 2.688 -2.806 -2.458
H 4.340 -2.090 -2.457
H -3.945 -0.424 1.175
*
```

Properties
energy above the lowest of the compared OMol25 structures with the same formula, charge and spin	14.6	kcal/mol
HOMO level (alpha / beta)	-15.258 / -15.266	eV
energy	-2338.13560	Ha
HOMO-LUMO gap (alpha / beta)	0.185 / 0.185	Eh


Record 8
Below is a 2-piece molecular cluster, C7H18N2O2PS overall, with properties calculated with wB97M-V/def2-TZVPD.

Structure (ORCA input):
```
! wB97M-V def2-TZVPD RIJCOSX def2/J DEFGRID3
* xyz 1 1
S 1.287 1.548 0.666
P 0.147 -0.632 -0.978
O -0.744 -2.026 -0.882
O -1.319 0.886 0.118
N 2.271 -0.390 2.282
N 0.785 -0.996 0.561
C -2.007 -1.793 -2.902
C 2.559 2.439 1.578
C -1.707 2.316 -1.776
C 1.478 -0.054 1.242
C 2.641 -1.643 2.817
C -1.958 -2.400 -1.514
C -2.256 1.784 -0.437
H -1.034 -1.568 -3.368
H -2.559 -0.797 -2.759
H -2.419 2.925 -2.258
H -3.181 1.391 -0.752
H 2.048 -2.484 2.535
H 2.129 2.505 2.541
H 2.749 3.385 1.227
H 2.575 -1.616 3.843
H -2.687 -2.537 -3.438
H 0.556 -1.943 0.884
H 3.763 -1.864 2.585
H 2.638 0.447 2.852
H 3.508 1.806 1.703
H -0.831 3.027 -1.789
H -2.225 2.637 0.250
H -1.439 1.491 -2.364
H -1.941 -3.595 -1.566
H -2.827 -2.251 -0.903
*
```

Properties
energy above the lowest of the compared OMol25 structures with the same formula, charge and spin	13.4	kcal/mol
HOMO level	-11.807	eV
energy	-1276.70505	Ha
HOMO-LUMO gap	0.286	Eh